(1)
Density functional theory data (ωB97M-V/def2-TZVPD) for a cluster of 2 separate species, C5H5F3N4O in total at a distorted geometry.

Output
Spin multiplicity: 3
Molecular weight in g mol⁻¹: 194.12
HOMO energy (spin up / spin down) in eV: -6.60 / -9.85

Each atom is followed by the atoms it is bonded to, with distances in Å.
CARTESIAN COORDINATES (ANGSTROEM)
1 C -0.73 -1.96 0.25  C2 1.430, C3 1.379, H14 1.086
2 C -1.19 -2.62 -0.93  C1 1.430, N6 1.306, H15 1.103
3 C -0.26 -0.73 -0.17  C1 1.379, N7 1.442, N9 1.348
4 C 0.94 1.31 -0.07  N8 1.339, N9 1.403, O10 1.216
5 C -1.51 1.32 1.38  F11 1.371, F12 1.289, F13 1.286
6 N -0.96 -1.89 -1.99  C2 1.306, N7 1.302
7 N -0.56 -0.72 -1.58  C3 1.442, N6 1.302, H16 1.030
8 N 1.30 2.27 0.79  C4 1.339, H17 1.065, H18 1.006
9 N 0.11 0.36 0.53  C3 1.348, C4 1.403
10 O 1.42 1.35 -1.19  C4 1.216
11 F -1.90 0.56 2.45  C5 1.371
12 F -1.23 2.52 1.77  C5 1.289
13 F -2.19 1.30 0.29  C5 1.286
14 H -0.58 -2.26 1.28  C1 1.086
15 H -1.45 -3.68 -1.09  C2 1.103
16 H -0.53 0.02 -2.30  N7 1.030
17 H 0.77 2.24 1.71  N8 1.065
18 H 2.03 2.92 0.53  N8 1.006

---

(2)
Density functional theory data (ωB97M-V/def2-TZVPD) for the ion CH3N4S with charge -1 at a distorted geometry.

Output
Total charge: -1
Molecular weight in g mol⁻¹: 103.13
HOMO energy (spin up / spin down) in eV: -2.61 / -2.61
Energy above the lowest of the compared OMol25 structures with the same formula, charge and spin in eV: 2.664

Each atom is followed by the atoms it is bonded to, with distances in Å.
CARTESIAN COORDINATES (ANGSTROEM)
1 S -1.93 1.03 1.94  N2 1.615
2 N -0.85 0.47 0.88  S1 1.615, N3 1.285, N6 1.524
3 N -0.92 0.57 -0.40  N2 1.285, C4 1.434
4 C 0.32 0.07 -0.93  N3 1.434, N5 1.473, H7 1.098, H8 1.113
5 N 1.00 -0.64 0.16  C4 1.473, N6 1.393, H9 1.030
6 N 0.44 -0.20 1.35  N2 1.524, N5 1.393
7 H 0.14 -0.57 -1.81  C4 1.098
8 H 0.95 0.92 -1.26  C4 1.113
9 H 0.85 -1.66 0.08  N5 1.030